(1)
This record from OMol25 describes a cluster of 13 separate species, C32H82N7O19 in total at a distorted geometry. The level of theory is ωB97M-V/def2-TZVPD.

## Properties
Molecular weight   869.0 g mol⁻¹
Lowest unoccupied orbital energy   -12.58 eV
Gap between HOMO and LUMO   0.0539 hartree
Total charge   +3

Geometry as XYZ:
```
140
Properties=species:S:1:pos:R:3:mulliken_charge:R:1
C 1.04 -2.55 6.20 -0.70
N 0.89 -3.62 5.14 0.16
C 1.74 -4.78 5.43 -0.75
C -0.55 -4.10 5.08 -0.60
C 1.20 -3.14 3.79 -0.25
C 1.22 -4.03 2.57 -0.45
O -0.05 -4.39 2.21 -0.69
H 2.09 -2.16 6.10 0.38
H 0.94 -3.07 7.15 0.38
H 0.31 -1.77 5.96 0.16
H 1.75 -4.85 6.52 0.37
H 2.74 -4.71 5.02 0.32
H 1.22 -5.66 4.97 0.34
H -1.08 -3.18 4.84 0.06
H -0.84 -4.59 6.04 0.36
H -0.56 -4.72 4.18 0.52
H 2.20 -2.66 3.90 0.43
H 0.50 -2.36 3.60 -0.07
H 1.92 -4.86 2.63 0.53
H 1.76 -3.47 1.76 0.14
H -0.60 -3.57 2.15 0.56
C -1.46 -0.91 -5.38 -0.69
N -0.11 -1.04 -5.85 0.16
C 0.93 -0.56 -4.88 -0.11
C 0.12 -2.46 -6.13 -0.84
C -0.01 -0.30 -7.09 -0.52
C 1.35 -0.44 -7.78 -0.66
O 2.37 0.22 -7.12 -0.49
H -1.62 0.12 -5.00 0.19
H -1.51 -1.65 -4.59 0.38
H -2.18 -1.19 -6.16 0.38
H 0.81 0.54 -4.71 -0.33
H 1.93 -0.86 -5.27 0.46
H 0.68 -1.05 -3.92 0.16
H -0.38 -2.86 -6.99 0.29
H -0.34 -2.97 -5.27 0.19
H 1.17 -2.68 -6.23 0.52
H -0.23 0.75 -6.95 0.41
H -0.74 -0.69 -7.80 0.53
H 1.21 -0.09 -8.82 0.34
H 1.68 -1.49 -7.77 0.30
H 2.20 1.18 -7.00 0.38
C -6.93 2.75 3.90 -0.96
N -5.69 2.06 4.16 0.45
C -4.99 1.68 2.90 -1.34
C -4.80 2.93 4.89 -1.14
C -5.98 0.88 5.05 -0.35
C -6.18 -0.40 4.24 -0.51
O -7.38 -0.26 3.46 -0.50
H -7.30 3.12 4.85 0.45
H -7.68 2.09 3.48 0.33
H -6.81 3.70 3.33 0.35
H -4.07 1.03 2.98 0.33
H -4.73 2.61 2.42 0.57
H -5.66 1.09 2.30 0.43
H -3.88 2.35 5.13 0.37
H -5.30 3.22 5.86 0.39
H -4.50 3.75 4.28 0.48
H -6.94 1.03 5.52 0.24
H -5.17 0.67 5.74 0.44
H -6.36 -1.14 5.01 0.60
H -5.30 -0.72 3.70 0.14
H -7.81 -1.09 3.31 0.30
C 2.80 0.59 -0.14 -1.50
C 1.55 0.93 0.57 0.58
C 0.28 1.14 -0.43 -0.12
O -0.93 1.31 0.27 0.11
C -1.35 2.68 0.26 -0.18
N 1.33 -0.20 1.53 -0.17
H 0.73 -0.05 2.29 0.30
H 0.95 -0.99 1.03 -0.08
H 5.25 2.66 2.55 0.30
H 2.94 1.08 -1.05 0.24
H 2.77 -0.49 -0.34 0.41
H 3.69 0.65 0.54 0.00
H 1.63 1.84 1.22 0.54
H 0.16 0.29 -1.11 0.00
H 0.64 2.02 -1.04 0.00
H -1.57 2.97 -0.78 -0.09
H -0.55 3.27 0.65 0.35
H -2.25 2.67 0.91 -0.23
C 2.43 4.90 -5.00 -0.94
C 1.39 3.81 -4.90 0.48
O 1.44 2.74 -5.54 -0.52
N 0.34 4.14 -4.02 -0.09
H -1.93 7.03 -3.92 0.35
H 0.72 4.88 -3.42 0.30
C -0.78 3.32 -3.61 -0.40
H 2.28 5.69 -4.23 0.36
H 2.45 5.32 -6.00 0.30
H 3.41 4.45 -4.83 0.20
H -1.20 3.40 -2.63 0.14
H -0.53 2.21 -3.58 -0.05
H -1.65 3.46 -4.23 0.41
C -2.94 -1.72 -0.96 -0.40
C -2.94 -3.21 -1.36 0.70
O -3.20 -3.63 -2.48 -0.69
N -2.56 -4.05 -0.30 -0.08
H -0.39 -4.24 -0.72 0.07
H -2.37 -3.66 0.62 0.30
C -2.56 -5.49 -0.58 -1.00
H -1.88 -1.53 -0.65 -0.20
H -3.56 -1.49 -0.07 0.30
H -3.07 -0.97 -1.78 0.28
H -1.53 -5.90 -0.56 0.32
H -3.01 -5.59 -1.55 0.35
H -3.20 -5.97 0.18 0.36
C 5.11 2.63 -2.19 -0.36
C 5.49 1.25 -1.91 0.52
O 5.24 0.32 -2.63 -0.49
N 6.24 1.12 -0.57 0.15
H 5.83 1.60 0.30 0.15
H 6.34 0.14 -0.36 0.41
C 7.63 1.75 -0.59 -0.74
H 5.80 3.40 -1.90 0.45
H 4.28 2.96 -1.54 -0.25
H 4.87 2.77 -3.23 0.21
H 8.40 1.18 -1.08 0.36
H 7.85 1.95 0.43 0.34
H 7.58 2.69 -1.14 0.32
O 2.02 -3.81 -2.58 -0.45
C 0.74 -3.61 -2.03 0.55
O 0.49 -4.48 -1.07 -0.47
O 0.08 -2.61 -2.32 -0.17
H 2.18 -4.75 -2.51 0.33
O -1.27 -1.26 3.83 -0.47
C -2.12 -1.58 2.64 0.12
O -1.74 -2.68 2.10 -0.69
O -3.00 -0.82 2.32 -0.49
H -1.41 -0.34 4.04 0.15
O 5.60 1.80 2.37 -0.59
C -0.73 3.81 4.18 0.82
O 0.34 3.58 4.56 -0.39
O -1.82 4.06 3.90 -0.42
H 6.21 1.73 3.13 0.28
O 4.82 3.99 0.96 -0.49
C 3.54 4.39 0.21 0.53
O 2.79 3.45 -0.10 -0.58
O 3.67 5.59 0.03 -0.60
H 5.45 4.81 0.88 0.29
```

---

(2)
This record from OMol25 describes a cluster of 6 separate species, C32H82N9O6Si in total at a distorted geometry. The level of theory is ωB97M-V/def2-TZVPD.

## Properties
Molecular weight   717.2 g mol⁻¹
Energy above the lowest of the compared OMol25 structures with the same formula, charge and spin   9.239 eV
Lowest unoccupied orbital energy   -3.37 eV
Gap between HOMO and LUMO   0.2670 hartree
Total charge   +1

Geometry as XYZ:
```
130
Properties=species:S:1:pos:R:3:mulliken_charge:R:1
C -1.94 4.76 5.05 -1.09
C -2.14 3.43 4.06 0.13
C -0.68 3.17 3.37 -0.61
C -0.71 1.97 2.20 -0.12
C -1.22 0.52 2.76 -0.95
N 0.74 1.95 1.66 0.77
C 0.84 2.56 0.29 0.01
N 2.33 2.45 0.06 -0.55
C 3.00 1.79 1.28 0.28
N 4.37 1.53 1.47 -0.01
C 5.32 1.96 0.37 -0.44
C 6.70 1.06 0.27 -0.31
O 7.23 0.62 1.58 -0.52
Si 8.41 1.74 2.23 0.51
C 8.05 1.83 4.16 -0.88
C 10.25 1.07 2.06 -0.89
C 8.41 3.49 1.40 -0.93
N 1.89 1.47 2.29 -0.36
H -1.53 5.69 4.41 0.25
H -1.08 4.56 5.85 0.34
H -2.94 5.03 5.59 0.30
H -2.95 3.70 3.25 0.08
H -2.45 2.54 4.76 0.26
H 0.15 2.84 4.12 0.26
H -0.26 4.13 2.80 0.22
H -1.44 2.28 1.31 0.01
H -1.50 -0.21 1.87 0.19
H -2.24 0.70 3.35 0.42
H -0.46 -0.01 3.49 0.20
H -0.04 2.99 -0.36 0.34
H 4.66 1.10 2.38 0.25
H 5.65 3.08 0.64 0.13
H 4.83 2.03 -0.70 0.36
H 7.54 1.56 -0.41 0.26
H 6.38 0.07 -0.32 0.34
H 6.91 1.50 4.27 0.19
H 8.69 0.96 4.64 0.27
H 8.27 2.89 4.60 0.30
H 10.89 1.76 2.76 0.26
H 10.56 1.28 0.95 0.27
H 10.28 -0.06 2.37 0.27
H 7.39 4.06 1.51 0.29
H 9.22 4.15 1.97 0.34
H 8.76 3.47 0.27 0.28
H 1.94 1.03 3.23 0.30
C -4.13 6.07 0.51 -1.48
C -5.16 5.75 1.59 0.47
C -6.18 6.88 1.84 -0.79
O -5.67 7.98 2.58 -0.39
C -4.92 8.91 1.82 -0.62
N -4.45 5.39 2.83 -0.37
H -3.36 6.76 0.85 0.37
H -3.62 5.16 0.18 0.25
H -4.62 6.51 -0.37 0.39
H -5.71 4.86 1.25 -0.02
H -7.00 6.46 2.44 0.35
H -6.64 7.22 0.90 0.47
H -5.31 9.01 0.80 0.29
H -3.87 8.62 1.80 0.21
H -4.98 9.89 2.31 0.26
H -5.13 5.07 3.52 0.30
H -4.08 6.26 3.23 0.27
C 1.00 -4.89 0.77 -1.36
C 0.52 -4.83 2.22 0.39
C -0.07 -3.46 2.62 -0.63
O 0.91 -2.44 2.85 -0.47
C 1.40 -1.82 1.67 0.10
N 1.63 -5.22 3.10 -0.77
H 1.96 -4.38 0.62 0.26
H 1.14 -5.93 0.46 0.40
H 0.26 -4.43 0.10 0.18
H -0.28 -5.57 2.33 0.49
H -0.59 -3.58 3.58 0.38
H -0.82 -3.11 1.91 0.31
H 0.63 -1.73 0.90 0.12
H 2.26 -2.37 1.29 0.35
H 1.74 -0.81 1.93 -0.36
H 1.28 -5.28 4.06 0.28
H 2.29 -4.43 3.13 0.33
C -7.02 -0.24 0.32 -1.48
C -6.58 1.21 0.49 0.38
C -6.61 2.02 -0.83 -0.54
O -5.52 1.74 -1.71 -0.38
C -5.68 0.57 -2.49 -0.55
N -5.25 1.24 1.12 -0.58
H -6.25 -0.87 -0.13 0.25
H -7.26 -0.68 1.30 0.37
H -7.92 -0.31 -0.30 0.36
H -7.29 1.68 1.18 0.41
H -6.51 3.08 -0.57 0.17
H -7.56 1.91 -1.35 0.43
H -6.73 0.40 -2.78 0.30
H -5.29 -0.30 -1.96 0.16
H -5.09 0.68 -3.41 0.25
H -5.01 2.21 1.32 0.15
H -4.57 0.96 0.40 0.31
C -0.98 -3.42 -2.63 -1.27
C -2.20 -4.25 -2.23 0.39
C -2.29 -5.61 -2.95 -0.78
O -2.73 -5.53 -4.30 -0.43
C -1.72 -5.17 -5.23 -0.57
N -3.41 -3.44 -2.44 -0.54
H -1.10 -2.94 -3.61 0.36
H -0.81 -2.61 -1.91 0.19
H -0.08 -4.04 -2.66 0.29
H -2.10 -4.45 -1.15 0.25
H -3.04 -6.22 -2.43 0.40
H -1.34 -6.16 -2.88 0.37
H -0.74 -5.57 -4.96 0.19
H -1.67 -4.09 -5.33 0.21
H -2.00 -5.58 -6.21 0.36
H -4.21 -3.96 -2.07 0.29
H -3.59 -3.42 -3.44 0.33
C 4.73 -4.97 -5.84 -1.40
C 3.44 -4.43 -6.45 0.25
C 2.17 -4.77 -5.64 -0.51
O 1.73 -6.12 -5.78 -0.36
C 2.43 -7.05 -4.97 -0.74
N 3.34 -4.91 -7.84 -0.72
H 4.86 -6.05 -6.00 0.29
H 5.60 -4.48 -6.28 0.35
H 4.76 -4.79 -4.76 0.33
H 3.53 -3.34 -6.47 0.42
H 1.35 -4.15 -6.02 0.30
H 2.29 -4.51 -4.58 0.36
H 2.72 -6.63 -4.01 0.33
H 3.30 -7.43 -5.51 0.25
H 1.76 -7.90 -4.78 0.27
H 2.53 -4.46 -8.28 0.28
H 3.07 -5.89 -7.80 0.33
```

---

(3)
This record from OMol25 describes a structure of composition C32H83AsF9N7O9V at a distorted geometry. The level of theory is ωB97M-V/def2-TZVPD.

## Properties
Molecular weight   1006.9 g mol⁻¹
2S+1   3
Lowest unoccupied orbital energy (spin up / spin down)   -4.98 / -4.31 eV
Gap between HOMO and LUMO (spin up / spin down)   0.1890 / 0.2136 hartree
<S²>   2.014
Total charge   +1

Geometry as XYZ:
```
142
Properties=species:S:1:pos:R:3:mulliken_spin:R:1
V 1.49 0.91 -2.84 2.12
C -0.64 2.85 -4.04 0.00
O -0.25 3.76 -3.01 0.00
O -0.14 1.64 -3.72 -0.07
C -2.15 2.83 -4.27 0.00
F -2.56 4.00 -4.79 0.00
F -2.49 1.90 -5.18 0.00
F -2.82 2.59 -3.15 0.00
C -0.68 5.10 -3.13 0.00
C -0.11 5.86 -4.34 0.00
H 0.20 6.88 -4.14 0.00
H 0.86 5.40 -4.58 0.00
H -0.75 5.81 -5.22 0.00
H -0.32 5.69 -2.28 0.00
H -1.76 5.22 -3.03 0.00
H -0.16 3.21 -4.96 -0.01
As -0.40 1.01 0.48 0.00
F -1.13 -0.54 0.33 0.00
F -1.12 1.27 2.05 0.00
F 0.47 2.50 0.51 0.00
F 0.34 0.77 -1.17 -0.05
F -1.80 1.73 -0.17 0.00
F 0.97 0.24 1.20 0.00
C 0.63 -3.22 -4.34 0.00
C 1.15 -1.78 -4.51 0.03
C 0.52 -1.13 -5.70 0.03
O 1.25 0.04 -6.02 0.01
C 0.76 0.85 -7.06 0.00
N 0.79 -1.04 -3.25 -0.10
H 0.76 -3.80 -5.25 0.00
H -0.40 -3.23 -3.97 0.00
H 1.23 -3.76 -3.59 0.00
H 2.23 -1.87 -4.66 -0.03
H -0.52 -0.84 -5.47 0.00
H 0.46 -1.82 -6.55 0.00
H 1.09 1.88 -6.93 0.00
H -0.33 0.97 -7.11 0.00
H 1.15 0.46 -8.00 0.00
H 0.98 -1.74 -2.52 0.02
H -0.26 -1.11 -3.24 0.02
C -4.54 -0.10 2.10 0.00
C -4.36 1.10 3.03 0.00
C -3.54 0.77 4.25 0.00
O -4.30 -0.04 5.10 0.00
C -3.61 -0.52 6.22 0.00
N -3.77 2.23 2.30 0.00
H -3.67 -0.35 1.49 0.00
H -5.38 0.08 1.41 0.00
H -4.76 -1.05 2.59 0.00
H -5.36 1.34 3.41 0.00
H -3.32 1.70 4.79 0.00
H -2.55 0.36 3.98 0.00
H -3.23 -1.53 6.01 0.00
H -4.25 -0.59 7.10 0.00
H -2.79 0.15 6.50 0.00
H -3.99 2.17 1.32 0.00
H -2.76 2.12 2.36 0.00
C 3.21 4.82 -2.26 0.00
C 3.34 3.39 -1.73 0.03
C 3.82 3.46 -0.28 0.00
O 3.91 2.15 0.19 0.00
C 4.50 2.00 1.47 0.00
N 1.98 2.69 -1.76 -0.01
H 4.02 5.43 -1.87 0.00
H 2.33 5.31 -1.82 0.00
H 3.15 4.90 -3.34 0.00
H 4.11 2.91 -2.34 -0.01
H 3.05 4.03 0.26 0.00
H 4.76 4.01 -0.31 0.00
H 4.28 0.97 1.77 0.00
H 4.04 2.65 2.21 0.00
H 5.59 2.10 1.47 0.00
H 1.72 2.80 -0.78 0.03
H 1.37 3.39 -2.21 -0.03
C -1.70 -2.62 3.11 0.00
C -0.60 -3.11 4.07 0.00
C -0.50 -4.61 4.05 0.00
O -1.70 -5.22 4.45 0.00
C -1.62 -6.63 4.51 0.00
N 0.67 -2.49 3.71 0.00
H -2.64 -3.12 3.34 0.00
H -1.43 -2.88 2.08 0.00
H -1.84 -1.54 3.21 0.00
H -0.91 -2.77 5.06 0.00
H 0.40 -4.93 4.59 0.00
H -0.38 -4.90 2.98 0.00
H -2.46 -6.97 5.11 0.00
H -0.70 -6.87 5.06 0.00
H -1.48 -7.11 3.53 0.00
H 0.81 -2.55 2.71 0.00
H 0.61 -1.48 3.84 0.00
C -3.79 -1.73 -4.37 0.00
C -3.38 -1.35 -2.96 0.00
C -3.37 -2.56 -2.05 0.00
O -4.69 -2.81 -1.57 0.00
C -4.74 -3.83 -0.63 0.00
N -2.06 -0.67 -2.90 0.00
H -4.77 -2.20 -4.35 0.00
H -3.07 -2.35 -4.91 0.00
H -3.88 -0.82 -4.99 0.00
H -4.21 -0.72 -2.60 0.00
H -2.71 -2.45 -1.18 0.00
H -3.10 -3.49 -2.59 0.00
H -5.78 -3.92 -0.31 0.00
H -4.18 -3.56 0.28 0.00
H -4.43 -4.83 -0.96 0.00
H -2.09 0.10 -3.56 0.00
H -2.15 -0.15 -2.02 0.00
C 5.10 -1.23 -1.05 0.00
C 3.66 -1.36 -1.52 0.03
C 2.89 -2.26 -0.59 0.00
O 1.58 -2.44 -1.06 0.01
C 0.87 -3.54 -0.50 0.00
N 3.05 0.03 -1.61 -0.03
H 5.63 -0.53 -1.70 0.00
H 5.66 -2.13 -1.31 0.00
H 5.25 -1.03 0.01 0.00
H 3.62 -1.80 -2.52 -0.01
H 2.76 -1.86 0.43 0.00
H 3.44 -3.21 -0.49 0.00
H 1.46 -4.45 -0.64 0.00
H -0.14 -3.71 -0.87 0.00
H 0.85 -3.37 0.58 0.00
H 3.04 0.36 -0.64 0.02
H 3.80 0.64 -1.96 0.01
C 1.07 2.99 4.43 0.00
C 1.59 1.58 4.12 0.00
C 2.81 1.09 4.86 0.00
O 2.61 1.12 6.24 0.00
C 3.75 0.66 6.94 0.00
N 0.49 0.57 4.34 0.00
H 0.44 3.24 3.57 0.00
H 1.86 3.74 4.40 0.00
H 0.48 3.02 5.33 0.00
H 1.78 1.52 3.04 0.00
H 3.67 1.71 4.56 0.00
H 3.05 0.07 4.51 0.00
H 3.98 -0.36 6.60 0.00
H 3.54 0.73 8.00 0.00
H 4.61 1.32 6.76 0.00
H -0.25 0.90 3.74 0.00
H 0.27 0.78 5.31 0.00
```

---

Question: Which value of molecular weight does entry 2 give?
Answer: 717.2 g mol⁻¹